(1)
Below is C17H32AsF7HgN4O3S2 as an isolated structure, with properties calculated with ωB97M-V with the def2-TZVPD basis set.

Structure (XYZ):
```
67
Properties=species:S:1:pos:R:3:forces:R:3
Hg -0.143 0.180 -1.137 0.05 -0.35 0.04
F 0.025 6.255 -1.802 -0.17 -0.56 0.28
C -0.013 4.902 -1.573 0.08 1.30 -0.91
C -1.214 4.255 -1.630 -0.08 0.20 0.63
C -1.200 2.882 -1.452 -1.41 0.45 0.07
C -0.025 2.208 -1.252 1.23 -0.43 0.08
C 1.212 2.893 -1.222 -1.61 0.88 -0.60
C 1.192 4.273 -1.436 1.44 0.19 0.29
H -2.120 4.835 -1.677 -0.20 -0.03 -0.24
H -2.184 2.388 -1.413 0.73 0.05 -0.16
H 2.155 2.425 -1.115 0.60 -0.63 0.17
H 2.105 4.922 -1.508 -0.86 -0.93 0.22
C 1.871 -1.224 1.178 -0.78 1.19 0.91
N 2.793 -0.122 0.981 -0.18 -0.77 0.70
C 2.810 0.842 2.077 1.52 -0.59 -0.08
C 3.127 0.110 -0.318 0.44 0.62 -0.32
O 2.480 -0.399 -1.241 0.29 0.13 -0.15
N 4.199 0.940 -0.564 -0.92 0.38 -0.90
C 5.360 1.035 0.283 0.96 0.59 -0.58
C 4.497 1.220 -1.986 -0.17 -0.27 0.92
H 2.104 -1.736 2.120 -0.14 0.21 -0.04
H 1.956 -1.887 0.354 0.14 -0.63 -0.56
H 0.124 -0.467 1.969 0.06 0.10 0.92
H 1.828 1.158 2.313 -1.15 0.37 0.19
H 3.404 1.710 1.811 -0.02 0.04 0.02
H 3.247 0.359 2.971 -0.12 0.29 -0.31
H 5.712 2.041 0.577 -0.88 0.06 -0.19
H 6.241 0.676 -0.274 -0.28 -0.53 0.31
H 5.172 0.493 1.171 0.23 -0.75 0.83
H 3.626 1.281 -2.633 -0.22 0.33 0.43
H 5.034 0.357 -2.350 0.70 -0.02 -0.41
H 5.078 2.142 -1.964 0.06 -0.16 -0.52
F -3.021 -1.117 -1.518 -0.40 -0.53 0.31
As -4.155 -2.468 -1.111 0.73 -0.46 1.10
F -3.805 -3.169 -2.672 0.00 0.09 0.18
F -2.797 -3.353 -0.433 -0.20 0.36 -0.26
F -5.193 -3.770 -0.677 -0.08 0.09 -0.41
F -4.431 -1.785 0.491 0.29 0.22 -0.76
F -5.408 -1.526 -1.777 -0.40 0.23 -0.13
C -0.995 -2.129 -3.714 0.15 0.78 1.09
C -0.631 -2.650 -2.372 0.92 0.05 2.14
C -0.607 -4.156 -2.162 1.86 1.44 -0.98
O -0.316 -1.946 -1.370 -0.42 -1.14 -1.87
H -0.215 -2.423 -4.414 -0.20 -0.22 -0.21
H -1.036 -1.036 -3.648 -0.21 -0.21 -0.29
H -1.974 -2.564 -3.905 -0.01 0.07 -0.53
H -0.260 -4.619 -3.108 -0.19 0.00 0.65
H -1.598 -4.431 -1.952 -1.37 -0.62 0.32
H 0.058 -4.346 -1.313 -0.27 -0.24 -0.25
C 0.561 -2.207 4.969 -0.29 -0.35 0.05
S -0.532 -0.920 4.418 -0.30 0.65 -0.12
C -1.810 -1.904 3.600 0.23 1.12 -0.72
O 0.521 -0.750 1.147 0.45 -0.70 -1.02
H 0.063 -2.907 5.644 -0.07 0.05 -0.08
H 1.370 -1.743 5.525 0.31 -0.08 -0.25
H 0.852 -2.727 4.063 0.63 -0.33 0.18
H -2.179 -2.605 4.327 -0.28 -0.54 -0.05
H -1.469 -2.333 2.626 -0.30 0.10 0.91
H -2.562 -1.122 3.393 0.07 -0.68 -0.08
N -3.771 1.084 0.132 -0.66 -1.59 -1.69
C -3.264 1.867 1.039 1.32 -0.08 1.16
N -3.716 3.147 1.092 -1.52 0.34 0.05
S -2.040 1.351 2.088 -0.08 0.20 -0.19
H -4.445 1.402 -0.565 0.28 -0.12 0.45
H -3.452 0.105 0.028 -0.36 1.02 0.26
H -4.728 3.228 0.897 0.91 0.14 0.04
H -3.468 3.574 1.971 0.11 0.22 -0.03
```
Positions in Å, forces in eV/Å.

2S+1   1
LUMO level   0.01063 Eh
HOMO   -0.30187 Ha
Total charge   0
HOMO-LUMO gap   8.50 eV
Energy relative to the best compared isomer or geometry (same formula, charge and spin)   40.32 kJ/mol

(2)
Below is C17H32AuN2S5Sb2Te as an isolated structure, with properties calculated with ωB97M-V with the def2-TZVPD basis set.

Structure (XYZ):
```
60
Properties=species:S:1:pos:R:3:forces:R:3
Au 0.076 -0.739 1.447 -0.23 1.24 -0.06
S 4.078 -0.824 -0.027 -0.36 -0.65 0.13
Sb 3.170 -2.291 1.521 0.84 0.70 0.02
S 1.099 -2.744 0.274 -0.66 -0.86 0.70
S 1.899 -0.699 2.927 0.12 -0.21 0.38
S -1.964 -0.320 0.197 -0.20 0.39 0.41
C -1.726 -1.573 -0.943 -0.30 0.24 -0.06
N -2.345 -2.732 -0.778 0.15 -0.10 -0.01
C -2.177 -3.851 -1.682 0.08 -0.32 -0.40
C -0.824 -3.729 -2.369 -0.10 0.09 0.01
C -0.697 -2.352 -3.011 0.07 -0.39 -0.28
N -0.990 -1.339 -2.019 0.02 -0.05 0.02
H -2.863 -2.865 0.078 0.07 0.16 0.01
H -2.992 -3.846 -2.414 0.03 -0.08 0.00
H -2.234 -4.779 -1.109 -0.05 0.19 -0.04
H -0.698 -4.512 -3.114 -0.03 0.01 -0.03
H -0.046 -3.822 -1.608 -0.05 -0.16 -0.20
H -1.392 -2.245 -3.852 0.11 -0.05 0.00
H 0.320 -2.192 -3.374 -0.06 0.01 0.00
H -0.495 -0.458 -2.051 -0.14 -0.10 0.14
Te -0.432 -3.320 2.881 0.59 0.41 -1.18
C -1.747 -4.688 1.966 -0.04 0.25 0.23
C -1.459 -5.744 1.148 0.16 0.10 0.14
C -2.577 -6.560 0.876 -0.11 -0.15 -0.08
C -3.709 -6.120 1.482 -0.12 0.41 0.30
S -3.431 -4.692 2.399 0.40 -0.22 -0.40
H -0.476 -5.936 0.753 0.22 0.04 0.02
H -2.536 -7.446 0.267 -0.02 -0.14 -0.11
H -4.688 -6.557 1.457 -0.22 -0.13 -0.02
C -1.806 2.998 1.414 0.06 -0.03 -0.14
C -0.364 3.321 1.750 0.35 -0.29 -0.37
C -0.082 3.197 3.235 0.14 -0.03 -0.06
Sb 1.031 2.019 0.627 -0.35 0.39 0.15
C 0.340 2.490 -1.447 0.21 -0.24 0.55
C 0.191 3.976 -1.702 -0.07 -0.03 0.12
C 1.256 1.831 -2.465 -0.07 -0.16 0.12
C 2.905 3.206 0.988 -0.40 -0.48 -0.09
C 4.022 2.680 0.112 -0.03 -0.23 0.09
C 2.707 4.699 0.824 -0.25 -0.06 0.12
H -2.477 3.635 1.993 -0.08 0.03 0.04
H -2.047 1.959 1.646 -0.04 0.02 0.06
H -2.009 3.165 0.356 -0.12 -0.06 -0.04
H -0.141 4.340 1.422 0.04 -0.03 -0.04
H -0.201 2.169 3.573 0.01 -0.14 0.06
H -0.776 3.814 3.804 -0.08 0.11 0.10
H 0.931 3.516 3.472 0.09 0.00 0.12
H -0.650 2.022 -1.483 0.06 -0.05 0.16
H 1.161 4.465 -1.722 0.07 0.10 -0.03
H -0.422 4.449 -0.938 -0.05 0.17 0.02
H -0.285 4.145 -2.669 -0.05 0.04 -0.10
H 2.203 2.363 -2.528 0.14 -0.02 -0.03
H 0.802 1.842 -3.457 -0.03 0.03 -0.12
H 1.484 0.798 -2.195 0.11 -0.09 -0.05
H 3.126 2.973 2.033 -0.11 -0.08 -0.03
H 3.857 2.931 -0.934 -0.01 0.06 -0.15
H 4.106 1.597 0.197 0.10 0.06 -0.05
H 4.972 3.117 0.418 0.13 0.12 0.01
H 2.510 4.959 -0.212 -0.01 0.09 -0.07
H 3.617 5.218 1.126 0.12 0.04 0.03
H 1.894 5.076 1.441 -0.06 0.13 0.02
```
Positions in Å, forces in eV/Å.

2S+1   2
LUMO level (spin up / spin down)   -0.07648 / -0.07124 Eh
HOMO (spin up / spin down)   -0.24722 / -0.24851 Ha
Total charge   0
HOMO-LUMO gap (spin up / spin down)   4.65 / 4.82 eV

(3)
Below is C17H32BBr10N3O4 as an isolated structure, with properties calculated with ωB97M-V with the def2-TZVPD basis set.

Structure (XYZ):
```
67
Properties=species:S:1:pos:R:3:forces:R:3
C 2.759 -3.301 0.482 -0.23 0.54 1.14
C 2.546 -1.744 0.688 -0.43 -0.81 -0.01
N 2.292 -1.002 -0.605 0.65 -0.63 1.58
N 1.380 -0.002 -0.246 -0.64 -0.58 -1.42
C 0.016 -0.144 -0.567 0.50 4.22 3.98
C -0.515 1.074 0.027 -0.55 -2.54 -1.41
B -2.080 1.334 -0.063 0.30 0.68 -0.16
O -2.614 2.487 0.572 0.22 -1.79 0.11
O -2.844 0.379 -0.759 0.63 0.49 1.31
C -3.484 -0.453 0.258 -0.22 0.12 0.63
N 0.533 1.790 0.623 0.73 -1.59 -0.67
C 1.720 1.121 0.458 -1.42 -0.55 -0.91
C 3.175 1.460 0.922 2.91 1.24 3.00
O 4.139 1.332 0.158 -1.63 -0.52 -1.17
O 3.341 1.839 2.141 -2.37 -0.82 -1.91
H 3.383 -3.561 -0.408 -0.55 0.23 0.73
H 1.729 -3.761 0.450 1.15 0.26 -0.39
H 3.237 -3.716 1.433 -0.50 0.57 -1.41
H 1.588 -1.632 1.279 1.17 -0.18 -0.19
H 3.371 -1.217 1.225 -0.57 -0.64 -0.48
H 1.881 -1.625 -1.303 -0.20 0.48 0.22
H -0.498 -0.979 -1.112 0.98 0.85 2.27
H -2.453 2.342 1.525 -0.12 0.61 -0.40
H -2.719 -0.987 0.895 -0.55 0.39 -0.83
H -4.050 0.217 0.965 0.22 -0.86 -0.86
H -4.149 -1.202 -0.233 0.55 0.77 0.34
H 0.434 2.663 1.135 0.17 -0.34 -0.19
Br -3.768 -0.773 3.621 0.00 0.12 0.22
C -4.674 0.656 4.593 0.02 -0.31 0.16
C -6.020 0.965 3.991 -0.08 0.30 -0.07
Br -5.833 2.014 2.362 0.02 -0.04 0.04
H -4.002 1.511 4.599 -0.12 -0.04 -0.04
H -4.785 0.279 5.609 -0.04 0.04 -0.06
H -6.608 1.588 4.665 0.09 -0.06 0.02
H -6.592 0.076 3.736 0.13 0.02 0.04
Br -0.442 -0.517 -3.058 -0.01 0.47 -2.88
C -0.040 0.350 -4.760 0.11 -0.41 -0.22
C 0.202 1.824 -4.568 -0.15 0.16 -0.09
Br -1.471 2.789 -4.313 0.05 -0.03 0.12
H -0.867 0.132 -5.433 0.06 0.13 0.04
H 0.860 -0.143 -5.127 -0.02 0.08 0.03
H 0.647 2.258 -5.463 -0.01 -0.11 0.04
H 0.832 2.047 -3.709 -0.03 -0.10 -0.06
Br 7.322 -1.093 -4.406 -0.02 0.06 -0.07
C 7.008 0.572 -3.439 0.18 -0.18 0.04
C 5.979 0.392 -2.354 -0.15 0.33 0.09
Br 4.179 0.329 -3.087 0.02 -0.05 -0.22
H 6.727 1.319 -4.178 -0.05 -0.07 0.09
H 7.975 0.836 -3.010 -0.09 -0.02 0.04
H 5.978 1.247 -1.678 -0.07 -0.09 0.00
H 6.117 -0.519 -1.776 0.01 0.07 -0.08
Br -7.042 -0.584 -0.386 -0.04 -0.03 -0.06
C -6.632 0.200 -2.121 -0.16 0.12 0.18
C -7.040 -0.714 -3.246 0.20 -0.03 -0.22
Br -5.775 -2.179 -3.462 -0.08 -0.01 0.05
H -5.568 0.433 -2.120 -0.06 -0.08 -0.05
H -7.202 1.129 -2.154 0.01 -0.07 -0.05
H -7.023 -0.181 -4.197 0.01 0.02 0.09
H -8.022 -1.160 -3.102 0.09 0.06 0.07
Br 5.063 -2.444 3.314 0.04 0.06 0.06
C 4.769 -0.782 4.294 0.17 0.01 -0.08
C 3.767 -0.973 5.402 -0.15 0.19 0.00
Br 1.946 -1.043 4.710 0.01 -0.11 0.04
H 4.466 -0.031 3.563 -0.07 -0.02 0.09
H 5.744 -0.515 4.699 -0.08 -0.04 0.03
H 3.781 -0.120 6.080 0.04 -0.01 -0.10
H 3.925 -1.886 5.972 0.02 0.05 -0.11
```
Positions in Å, forces in eV/Å.

2S+1   1
LUMO level   -0.00131 Eh
HOMO   -0.30644 Ha
Total charge   0
HOMO-LUMO gap   8.30 eV

(4)
Below is C17H32NPSn as an isolated structure, with properties calculated with ωB97M-V with the def2-TZVPD basis set.

Structure (XYZ):
```
52
Properties=species:S:1:pos:R:3:forces:R:3
C -2.349 0.393 -3.510 -0.12 0.16 0.04
C -2.219 -0.803 -2.810 0.18 0.10 -0.09
C -1.614 -0.853 -1.543 -0.78 0.30 -0.76
C -1.260 0.353 -0.910 1.14 -0.37 0.46
C -1.222 1.527 -1.684 -0.47 -0.24 -0.45
C -1.823 1.556 -2.951 0.55 0.13 -0.03
C -1.477 -2.225 -0.944 -0.17 -0.37 0.37
C -0.091 -2.927 -1.060 0.34 -0.25 -0.36
N 1.097 -2.118 -1.031 -0.25 1.21 0.79
Sn -1.333 0.682 1.308 -0.42 0.77 0.39
C -0.615 2.821 -1.157 -0.14 0.09 0.00
P 1.135 2.679 -0.689 -0.86 -0.84 0.08
H -2.609 -1.729 -3.241 0.16 0.26 0.01
H -1.854 2.511 -3.485 -0.07 -0.34 -0.01
H -2.863 0.429 -4.475 0.21 -0.04 0.33
H -1.164 3.197 -0.275 0.18 -0.15 -0.11
H -0.637 3.597 -1.940 -0.07 -0.12 0.17
H -1.804 -2.237 0.105 0.19 0.16 -0.23
H -2.167 -2.893 -1.482 0.06 0.16 0.25
H 0.003 -3.633 -0.217 -0.19 0.08 -0.46
C 1.659 4.219 0.062 0.29 0.22 0.05
C 2.105 2.339 -2.161 0.44 0.16 -0.26
H -0.084 -3.511 -2.005 -0.14 -0.04 0.31
C 1.531 -1.426 -2.210 -0.06 -0.24 -0.22
C 2.118 -2.425 -0.065 -0.10 -0.29 -0.08
H 0.396 1.095 1.585 0.18 -0.23 0.09
H 2.039 -2.098 -2.927 0.02 0.07 -0.07
H 0.685 -0.957 -2.732 0.17 -0.11 0.15
H 2.249 -0.636 -1.941 -0.19 -0.18 -0.02
H 2.750 -3.275 -0.387 0.10 0.09 0.13
H 2.771 -1.551 0.087 -0.20 -0.25 0.06
H 1.646 -2.699 0.891 0.26 0.19 -0.22
H 2.285 3.274 -2.714 -0.06 -0.28 0.14
H 3.071 1.910 -1.858 -0.24 0.13 -0.17
H 1.583 1.629 -2.816 0.03 0.14 0.31
H 1.694 5.007 -0.705 -0.03 -0.20 0.28
H 0.963 4.505 0.862 0.16 -0.15 -0.22
H 2.660 4.079 0.489 -0.22 0.14 -0.07
H 1.247 1.610 0.281 -0.08 0.50 -0.44
C 0.596 -1.458 4.052 -0.18 0.04 0.08
C -0.890 -1.086 3.926 -0.26 -0.24 -0.28
C -1.177 0.291 4.545 0.10 -0.11 0.15
C -1.411 -1.199 2.469 0.36 0.10 -0.29
H 1.243 -0.792 3.466 -0.20 -0.06 0.04
H 0.764 -2.489 3.713 -0.01 0.20 0.04
H 0.904 -1.394 5.105 0.02 -0.02 -0.21
H -1.462 -1.837 4.507 0.28 0.26 -0.01
H -0.654 1.094 4.004 -0.11 -0.23 0.14
H -2.251 0.518 4.532 0.20 -0.02 -0.04
H -0.836 0.319 5.589 -0.09 0.01 -0.15
H -0.842 -1.940 1.886 -0.27 -0.14 0.44
H -2.485 -1.444 2.462 0.38 -0.13 -0.04
```
Positions in Å, forces in eV/Å.

2S+1   1
LUMO level   0.00603 Eh
HOMO   -0.20646 Ha
Total charge   0
HOMO-LUMO gap   5.78 eV

> Which value of 2S+1 does entry 2 give?

2